Density functional theory data (ωB97M-V/def2-TZVPD) for a structure of composition C37H52N5O2SW at a distorted geometry.

Element x y z (Å)
W (0.06, 0.83, -0.33)
C (3.18, 0.26, 2.94)
C (3.54, 0.19, 1.45)
C (4.78, -0.68, 1.23)
C (3.72, 1.59, 0.89)
C (4.67, 2.44, 1.45)
C (4.80, 3.75, 1.03)
C (3.95, 4.25, 0.05)
C (2.98, 3.44, -0.54)
C (2.07, 4.03, -1.60)
C (1.25, 5.19, -1.03)
C (2.86, 4.50, -2.83)
C (2.91, 2.11, -0.13)
N (2.01, 1.19, -0.78)
C (2.61, 0.25, -1.58)
C (1.88, -0.89, -1.78)
N (0.72, -0.92, -1.06)
C (-0.20, -1.99, -1.32)
C (-1.12, -1.77, -2.36)
C (-1.92, -2.83, -2.76)
C (-1.83, -4.05, -2.11)
C (-0.99, -4.21, -1.02)
C (-0.16, -3.17, -0.59)
C (0.81, -3.32, 0.57)
C (0.26, -4.20, 1.69)
C (2.16, -3.85, 0.10)
C (-1.21, -0.40, -3.03)
C (-2.64, 0.07, -3.26)
C (-0.41, -0.37, -4.34)
H (2.93, -0.74, 3.31)
H (2.33, 0.91, 3.11)
H (4.02, 0.62, 3.54)
H (2.69, -0.28, 0.95)
H (5.67, -0.20, 1.62)
H (4.94, -0.88, 0.17)
H (4.66, -1.64, 1.73)
H (5.32, 2.06, 2.23)
H (5.56, 4.39, 1.46)
H (4.04, 5.28, -0.26)
H (1.39, 3.24, -1.94)
H (0.50, 5.53, -1.75)
H (1.89, 6.04, -0.80)
H (0.74, 4.91, -0.11)
H (3.61, 5.24, -2.55)
H (2.20, 4.95, -3.56)
H (3.38, 3.66, -3.30)
H (3.62, 0.41, -1.94)
H (2.17, -1.72, -2.41)
H (-2.61, -2.71, -3.59)
H (-2.43, -4.89, -2.45)
H (-0.96, -5.16, -0.50)
H (0.96, -2.32, 0.98)
H (0.21, -5.25, 1.40)
H (-0.74, -3.88, 1.99)
H (0.91, -4.14, 2.57)
H (2.05, -4.83, -0.36)
H (2.85, -3.94, 0.95)
H (2.62, -3.18, -0.63)
H (-0.71, 0.34, -2.37)
H (-3.19, -0.66, -3.86)
H (-2.65, 1.00, -3.82)
H (-3.17, 0.22, -2.32)
H (-0.87, -1.05, -5.05)
H (0.62, -0.68, -4.19)
H (-0.41, 0.63, -4.77)
O (-0.41, 2.25, 3.44)
C (-0.30, 2.12, 2.25)
O (0.47, 1.24, 1.62)
C (-1.09, 3.00, 1.31)
C (-1.88, 4.03, 1.75)
C (-2.60, 4.77, 0.82)
C (-2.50, 4.45, -0.52)
C (-1.68, 3.40, -0.89)
N (-0.98, 2.69, 0.01)
H (-1.92, 4.23, 2.82)
H (-3.22, 5.59, 1.14)
H (-3.04, 4.99, -1.28)
H (-1.56, 3.11, -1.93)
C (-5.74, -2.87, 0.43)
C (-4.29, -3.33, 0.30)
N (-3.37, -2.19, 0.13)
C (-2.85, -1.35, 1.01)
S (-2.32, 0.23, 0.48)
N (-2.76, -1.57, 2.32)
C (-3.18, -2.71, 3.15)
C (-2.72, -2.45, 4.57)
H (-6.40, -3.74, 0.45)
H (-6.03, -2.24, -0.42)
H (-5.89, -2.29, 1.34)
H (-4.15, -3.94, -0.59)
H (-4.00, -3.93, 1.14)
H (-3.32, -1.83, -0.81)
H (-2.33, -0.80, 2.82)
H (-2.74, -3.62, 2.78)
H (-4.27, -2.81, 3.12)
H (-1.63, -2.38, 4.62)
H (-3.04, -3.27, 5.22)
H (-3.15, -1.53, 4.97)

Computed properties:
Calculated total energy   -2330.521427 Eh
Gap between HOMO and LUMO (alpha / beta)   6.78 / 7.03 eV
<S²>   2.317
Spin multiplicity   3
HOMO (alpha / beta)   -10.2 / -10.2 eV
Charge   +1

***

Density functional theory data (ωB97M-V/def2-TZVPD) for a structure of composition C4H8N4 at a distorted geometry.

Element x y z (Å)
C (-3.11, -0.12, 0.17)
C (0.38, 0.06, -0.12)
C (0.89, -1.19, -0.14)
C (1.39, 1.18, -0.19)
H (-3.46, -0.44, -0.94)
H (-3.41, 1.17, 0.40)
H (-3.78, -0.92, 0.92)
H (0.58, -2.28, -0.34)
H (2.70, -0.92, -1.09)
H (2.62, 0.34, 1.65)
H (1.60, 1.80, -1.21)
H (1.32, 1.96, 0.52)
N (-1.74, -0.41, 0.31)
N (-0.93, 0.53, -0.41)
N (2.38, -1.15, -0.03)
N (2.58, 0.41, 0.51)

Computed properties:
Calculated total energy   -375.948464 Eh
Gap between HOMO and LUMO   7.99 eV
Spin multiplicity   1
Energy relative to the best compared isomer or geometry (same formula, charge and spin)   188.3 kcal per mole
HOMO   -8.7 eV
Charge   0

***

Density functional theory data (ωB97M-V/def2-TZVPD) for a cluster of 2 separate species, C33H10BF19 in total at a distorted geometry.

Element x y z (Å)
F (4.80, -3.63, -4.24)
C (4.82, -2.41, -3.59)
C (6.07, -1.85, -3.29)
C (6.05, -0.59, -2.66)
F (7.26, 0.01, -2.39)
C (4.89, 0.06, -2.29)
C (3.64, -0.59, -2.52)
C (2.42, -0.03, -2.03)
C (1.19, -0.67, -2.14)
C (-0.02, 0.00, -1.93)
C (-1.20, -0.44, -2.63)
C (-1.97, 0.46, -3.42)
C (-2.96, -0.05, -4.26)
F (-3.62, 0.81, -5.10)
C (-3.32, -1.40, -4.27)
C (-2.56, -2.25, -3.48)
F (-2.87, -3.59, -3.49)
C (-1.53, -1.82, -2.66)
C (3.62, -1.81, -3.26)
H (7.00, -2.37, -3.51)
H (4.90, 1.04, -1.81)
H (2.45, 0.97, -1.58)
H (1.14, -1.72, -2.45)
H (0.05, 1.03, -1.55)
H (-1.75, 1.52, -3.40)
H (-4.12, -1.77, -4.91)
H (-0.96, -2.51, -2.04)
H (2.68, -2.27, -3.56)
F (-4.27, -3.78, 3.28)
C (-3.53, -2.75, 2.81)
C (-4.02, -1.45, 2.86)
F (-5.21, -1.21, 3.46)
C (-3.27, -0.39, 2.33)
F (-3.82, 0.84, 2.46)
C (-1.98, -0.58, 1.81)
B (-0.93, 0.57, 1.43)
C (-1.47, 2.08, 1.64)
C (-1.91, 2.92, 0.62)
F (-1.96, 2.48, -0.67)
C (-2.41, 4.21, 0.86)
F (-2.90, 4.94, -0.15)
C (-2.50, 4.69, 2.16)
F (-3.07, 5.89, 2.42)
C (-2.07, 3.89, 3.21)
F (-2.21, 4.31, 4.49)
C (-1.57, 2.61, 2.93)
F (-1.29, 1.84, 4.01)
C (0.46, 0.44, 2.25)
C (1.60, 1.09, 1.80)
F (1.55, 1.83, 0.64)
C (2.80, 1.13, 2.50)
F (3.86, 1.78, 1.99)
C (2.88, 0.54, 3.76)
F (4.02, 0.58, 4.47)
C (1.76, -0.10, 4.27)
F (1.79, -0.63, 5.51)
C (0.59, -0.18, 3.50)
F (-0.46, -0.80, 4.11)
H (-0.65, 0.38, 0.24)
C (-1.55, -1.91, 1.73)
F (-0.29, -2.19, 1.28)
C (-2.28, -2.98, 2.23)
F (-1.77, -4.23, 2.21)

Computed properties:
Calculated total energy   -3185.673973 Eh
Gap between HOMO and LUMO   4.78 eV
Spin multiplicity   1
Energy relative to the best compared isomer or geometry (same formula, charge and spin)   4.0 kcal per mole
HOMO   -8.7 eV
Charge   0